{"formula": "C58H66F6N13O", "method": "ωB97M-V/def2-TZVPD", "energy_ha": -3635.99507, "orbital_gap_ev": 6.2, "total_charge": -1, "symbols": ["O", "C", "F", "C", "N", "C", "F", "F", "C", "C", "C", "C", "C", "C", "F", "F", "F", "C", "H", "H", "H", "H", "H", "H", "N", "C", "C", "C", "C", "H", "H", "H", "H", "H", "N", "C", "C", "C", "C", "H", "H", "H", "H", "H", "N", "C", "C", "C", "C", "H", "H", "H", "H", "H", "N", "C", "C", "C", "C", "H", "H", "H", "H", "H", "N", "C", "C", "C", "C", "H", "H", "H", "H", "H", "N", "C", "C", "C", "C", "H", "H", "H", "H", "H", "N", "C", "C", "C", "C", "H", "H", "H", "H", "H", "N", "C", "C", "C", "C", "H", "H", "H", "H", "H", "N", "C", "C", "C", "C", "H", "H", "H", "H", "H", "N", "C", "C", "C", "C", "H", "H", "H", "H", "H", "N", "C", "C", "C", "C", "H", "H", "H", "H", "H", "N", "C", "C", "C", "C", "H", "H", "H", "H", "H"], "coordinates": [[-2.935, 6.447, 5.833], [-2.686, 6.703, 4.702], [-3.032, 7.926, 4.218], [-1.991, 5.822, 3.695], [-0.583, 6.089, 3.811], [0.096, 5.903, 2.658], [-0.387, 6.679, 1.527], [1.402, 6.332, 2.807], [0.124, 4.447, 2.215], [0.987, 3.534, 2.803], [0.956, 2.194, 2.432], [0.054, 1.760, 1.467], [-0.800, 2.682, 0.890], [-1.765, 2.282, -0.187], [-1.923, 0.954, -0.322], [-2.993, 2.801, 0.007], [-1.360, 2.730, -1.408], [-0.782, 4.025, 1.249], [-2.290, 4.790, 3.959], [-2.423, 6.058, 2.712], [1.682, 3.861, 3.565], [1.626, 1.488, 2.904], [0.035, 0.722, 1.161], [-1.463, 4.720, 0.781], [-3.226, -2.799, -1.633], [-2.116, -2.093, -1.262], [-1.015, -2.766, -1.718], [-1.480, -3.918, -2.410], [-2.848, -3.916, -2.330], [-4.172, -2.537, -1.426], [-2.201, -1.181, -0.705], [0.007, -2.456, -1.580], [-0.877, -4.665, -2.902], [-3.580, -4.605, -2.712], [-5.287, -6.794, -3.812], [-3.980, -7.198, -3.764], [-3.965, -8.543, -3.506], [-5.318, -8.967, -3.396], [-6.109, -7.866, -3.590], [-5.596, -5.856, -3.987], [-3.175, -6.500, -3.919], [-3.085, -9.156, -3.404], [-5.667, -9.966, -3.196], [-7.180, -7.753, -3.590], [2.989, -1.364, 4.605], [4.170, -0.669, 4.668], [5.135, -1.425, 4.058], [4.513, -2.621, 3.607], [3.191, -2.554, 3.958], [2.110, -1.047, 4.969], [4.216, 0.303, 5.134], [6.170, -1.150, 3.943], [4.982, -3.435, 3.082], [2.381, -3.245, 3.801], [-3.941, -11.255, -5.692], [-2.637, -11.659, -5.645], [-2.622, -13.005, -5.392], [-3.974, -13.429, -5.284], [-4.763, -12.325, -5.474], [-4.250, -10.311, -5.848], [-1.834, -10.957, -5.792], [-1.741, -13.617, -5.294], [-4.326, -14.428, -5.088], [-5.833, -12.211, -5.472], [4.699, -1.697, 8.003], [6.039, -1.488, 7.818], [6.700, -2.057, 8.872], [5.721, -2.640, 9.724], [4.497, -2.403, 9.160], [3.981, -1.395, 7.370], [6.400, -0.960, 6.953], [7.767, -2.061, 9.016], [5.896, -3.173, 10.643], [3.505, -2.672, 9.480], [1.355, 0.334, -2.242], [2.537, 0.947, -1.929], [3.538, 0.288, -2.592], [2.933, -0.765, -3.333], [1.585, -0.706, -3.099], [0.453, 0.610, -1.899], [2.563, 1.793, -1.263], [4.586, 0.532, -2.549], [3.430, -1.480, -3.968], [0.773, -1.309, -3.469], [-0.916, -6.260, 0.219], [0.387, -6.673, 0.255], [0.393, -8.024, 0.482], [-0.962, -8.442, 0.583], [-1.744, -7.329, 0.415], [-1.217, -5.314, 0.057], [1.194, -5.974, 0.114], [1.270, -8.644, 0.564], [-1.320, -9.443, 0.756], [-2.814, -7.210, 0.414], [1.705, 5.852, -0.535], [2.879, 6.549, -0.502], [3.829, 5.811, -1.160], [3.197, 4.622, -1.615], [1.889, 4.679, -1.210], [0.838, 6.152, -0.118], [2.941, 7.505, -0.011], [4.859, 6.093, -1.301], [3.651, 3.819, -2.173], [1.073, 3.989, -1.345], [-2.630, 6.346, -3.287], [-2.695, 7.080, -4.439], [-2.482, 6.229, -5.491], [-2.274, 4.931, -4.950], [-2.373, 5.037, -3.588], [-2.738, 6.715, -2.361], [-2.879, 8.140, -4.411], [-2.467, 6.508, -6.531], [-2.073, 4.026, -5.500], [-2.280, 4.302, -2.810], [2.815, 1.327, 7.932], [2.869, 2.324, 8.868], [1.885, 3.231, 8.570], [1.210, 2.763, 7.411], [1.804, 1.588, 7.044], [3.417, 0.527, 7.890], [3.601, 2.303, 9.657], [1.675, 4.134, 9.117], [0.384, 3.233, 6.903], [1.594, 0.920, 6.226], [0.375, 10.041, -1.587], [0.115, 10.911, -2.610], [0.276, 10.230, -3.788], [0.648, 8.897, -3.460], [0.701, 8.814, -2.094], [0.333, 10.265, -0.610], [-0.162, 11.933, -2.414], [0.141, 10.640, -4.776], [0.850, 8.091, -4.146], [0.941, 7.994, -1.445], [-1.510, 1.328, -3.945], [-2.174, 0.213, -4.381], [-1.668, -0.122, -5.609], [-0.656, 0.826, -5.924], [-0.582, 1.705, -4.877], [-1.677, 1.799, -3.073], [-2.943, -0.246, -3.782], [-1.984, -0.957, -6.212], [-0.048, 0.854, -6.812], [0.053, 2.559, -4.711]], "mulliken_charge": [-0.53, 0.19, -0.25, 0.18, -0.79, 0.82, -0.41, -0.37, 0.49, -1.03, -1.12, -0.80, -0.22, 0.62, -0.23, -0.35, -0.08, 0.20, 0.19, 0.19, 0.56, 0.78, 0.53, 0.46, 0.11, -1.40, -0.33, -0.66, -0.25, 0.22, 0.94, 0.78, 0.51, 0.10, 0.01, -0.50, -0.67, -0.49, -0.62, 0.22, 0.59, 0.54, 0.49, 0.41, 0.30, -0.70, -0.51, -0.52, -0.71, 0.18, 0.52, 0.49, 0.43, 0.53, 0.00, -0.49, -0.43, -0.42, -0.51, 0.26, 0.39, 0.41, 0.40, 0.39, 0.14, -0.31, -0.58, -0.44, -0.54, 0.21, 0.33, 0.40, 0.40, 0.39, 0.51, -0.46, -0.83, -0.87, -0.63, 0.07, 0.62, 0.43, 0.44, 0.65, 0.08, -0.44, -0.48, -0.53, -0.42, 0.19, 0.40, 0.40, 0.39, 0.41, 0.52, -0.56, -0.96, -0.41, -0.70, 0.11, 0.52, 0.43, 0.52, 0.54, 0.03, -0.51, -0.85, -0.01, -0.58, 0.21, 0.43, 0.41, 0.57, 0.28, 0.13, -0.40, -0.71, -0.53, -0.36, 0.23, 0.38, 0.40, 0.55, 0.29, 0.01, -0.50, -0.61, -0.47, -0.37, 0.22, 0.41, 0.39, 0.46, 0.42, 0.53, -0.49, -0.72, -0.63, -0.73, 0.15, 0.45, 0.42, 0.45, 0.60]}



{"formula": "C3H4O4Yb", "method": "ωB97M-V/def2-TZVPD", "energy_ha": -1576.09836, "orbital_gap_ev": [8.2, 7.3], "total_charge": 1, "multiplicity": 2, "symbols": ["O", "C", "O", "O", "C", "C", "O", "H", "H", "H", "H", "Yb"], "coordinates": [[-1.782, 1.866, 2.362], [-1.312, 0.800, 2.144], [-1.300, -0.346, 2.614], [-0.124, 0.532, 0.804], [0.624, 0.337, -1.514], [0.551, -1.089, -1.754], [0.566, -1.924, -0.786], [0.429, 1.320, 0.868], [1.563, 0.683, -1.064], [0.218, 0.997, -2.284], [0.483, -1.466, -2.783], [0.084, -1.711, 1.391]], "mulliken_charge": [-0.38, 0.82, -0.63, -0.63, -0.60, 0.31, -0.57, 0.30, 0.28, 0.35, 0.38, 1.38]}



{"formula": "C5H6O", "method": "ωB97M-V/def2-TZVPD", "energy_ha": -269.14665, "orbital_gap_ev": 8.4, "total_charge": 0, "symbols": ["O", "C", "C", "C", "C", "C", "H", "H", "H", "H", "H", "H"], "coordinates": [[2.541, -0.573, -0.066], [1.794, -0.814, 0.851], [0.293, -0.622, 0.807], [-0.184, -0.018, -0.496], [-1.374, 0.669, -0.677], [-2.456, 1.319, -0.396], [2.189, -1.212, 1.810], [-0.006, -0.037, 1.684], [-0.159, -1.621, 0.961], [-0.446, 1.333, -1.085], [0.519, -0.127, -1.314], [-3.442, 0.860, -0.487]], "mulliken_charge": [-0.46, 0.06, -0.42, -0.38, -0.06, -0.47, 0.34, 0.33, 0.27, 0.21, 0.40, 0.20]}



{"formula": "C3H11N2O", "method": "ωB97M-V/def2-TZVPD", "energy_ha": -305.36977, "orbital_gap_ev": 10.5, "total_charge": 1, "smiles": "NC[C@@H]([NH3+])CO", "symbols": ["N", "C", "C", "N", "C", "O", "H", "H", "H", "H", "H", "H", "H", "H", "H", "H", "H"], "coordinates": [[0.856, -2.009, -0.928], [-0.405, -1.301, -0.550], [0.074, 0.025, 0.055], [0.484, 0.966, -1.213], [-0.839, 0.535, 1.138], [-0.180, 1.723, 1.746], [1.183, -2.555, -0.223], [0.831, -2.526, -1.833], [-1.085, -1.912, 0.013], [-0.989, -1.110, -1.494], [1.134, -0.232, 0.521], [0.824, 1.901, -0.895], [-0.322, 1.079, -1.880], [1.253, 0.394, -1.733], [-0.950, -0.219, 1.973], [-1.864, 0.797, 0.774], [-0.930, 2.344, 1.942]], "mulliken_charge": [-0.51, -0.61, 0.16, -0.41, -0.71, -0.51, 0.18, 0.23, 0.40, 0.35, 0.25, 0.36, 0.37, 0.42, 0.30, 0.40, 0.34]}



{"formula": "C7H11NO2S", "method": "ωB97M-V/def2-TZVPD", "energy_ha": -876.49046, "orbital_gap_ev": [7.5, 7.9], "total_charge": 0, "symbols": ["C", "C", "C", "C", "C", "C", "C", "N", "O", "O", "S", "H", "H", "H", "H", "H", "H", "H", "H", "H", "H", "H"], "coordinates": [[2.360, 1.329, 0.118], [1.741, 0.338, 0.547], [-2.037, -0.907, -0.887], [-1.418, -0.665, 1.576], [-0.654, -1.616, -1.189], [-0.190, -1.572, 1.207], [2.906, 2.611, -0.325], [-1.892, -0.104, 0.311], [-1.235, 1.845, -1.386], [-0.117, -2.232, -0.025], [-1.178, 1.489, 0.039], [-2.405, -0.233, -1.689], [-2.930, -1.664, -0.729], [-2.113, -1.349, 2.049], [-0.988, 0.122, 2.208], [-0.582, -2.200, -2.125], [0.046, -0.728, -1.228], [1.416, -0.595, 1.167], [-0.062, -2.398, 1.975], [3.545, 2.189, -1.171], [2.126, 3.289, -0.829], [3.660, 3.050, 0.387]], "mulliken_charge": [0.46, -0.44, -0.64, -0.38, -0.13, -0.56, -1.05, -0.12, -0.48, -0.30, 0.38, 0.38, 0.26, 0.38, 0.27, 0.33, 0.17, 0.39, 0.26, 0.27, 0.26, 0.28]}



{"formula": "C3H3BrF2", "method": "ωB97M-V/def2-TZVPD", "energy_ha": -2889.64644, "orbital_gap_ev": [9.3, 8.4], "total_charge": 0, "symbols": ["C", "C", "C", "F", "F", "Br", "H", "H", "H"], "coordinates": [[0.284, -2.599, 0.483], [0.049, -1.570, -0.264], [3.490, -0.599, -0.931], [-0.280, -0.316, 0.032], [2.276, -0.455, -1.381], [4.036, 0.569, 0.527], [0.051, -2.704, 1.561], [0.860, -3.394, -0.017], [3.615, -1.656, -0.787]], "mulliken_charge": [-0.44, 0.12, -0.10, -0.18, -0.13, -0.09, 0.26, 0.24, 0.31]}